{"formula": "C35H44N2O2P3Tl", "method": "the ωB97M-V functional and the def2-TZVPD basis", "symbols": ["C", "C", "N", "C", "C", "C", "C", "P", "Tl", "P", "C", "C", "C", "C", "C", "C", "C", "O", "O", "H", "H", "H", "C", "C", "H", "H", "H", "H", "C", "C", "H", "H", "H", "H", "H", "H", "H", "H", "H", "H", "H", "H", "H", "H", "H", "H", "H", "H", "H", "H", "H", "H", "N", "P", "C", "C", "C", "C", "C", "C", "C", "C", "C", "C", "C", "C", "C", "C", "C", "C", "C", "C", "H", "H", "H", "H", "H", "H", "H", "H", "H", "H", "H", "H", "H", "H", "H"], "positions_angstrom": [[-0.3306, 3.6740, -3.5052], [-0.2401, 2.3275, -3.1366], [0.7314, 1.8655, -2.3063], [1.4831, 2.7770, -1.6519], [1.3816, 4.1480, -1.9182], [0.4907, 4.5986, -2.8860], [-1.2708, 1.4017, -3.7194], [-1.7555, 0.0028, -2.6181], [0.2806, -0.8592, -0.7234], [2.8400, 0.5127, -0.7761], [2.5497, 2.3465, -0.6796], [0.2859, -3.1471, -1.2458], [-0.6771, -3.8214, -0.4419], [-0.6067, -5.2119, -0.2789], [0.4541, -5.9323, -0.8346], [1.4830, -5.2383, -1.4852], [1.4575, -3.8643, -1.5947], [-0.2701, 0.4707, -6.0716], [0.9254, -1.4799, -4.7978], [-1.0351, 3.9230, -4.3012], [2.0196, 4.8054, -1.3379], [0.4516, 5.6546, -3.1600], [-3.4116, 0.5745, -2.0727], [-2.3084, -1.1752, -3.9083], [3.5036, 2.8507, -0.8880], [2.2692, 2.6158, 0.3482], [-0.8880, 0.9785, -4.7136], [-2.1944, 1.9558, -3.9444], [3.7374, 0.3368, 0.8191], [4.2619, 0.6136, -1.9494], [-1.5094, -3.3090, 0.0566], [-1.4000, -5.7465, 0.2518], [0.4984, -7.0202, -0.7597], [2.3192, -5.7698, -1.9324], [2.2858, -3.3089, -2.0224], [0.8492, -1.6120, -3.8081], [0.6409, -2.3606, -5.2056], [0.2702, -0.2501, -5.6331], [0.4096, 1.0931, -6.3955], [0.5471, -2.1927, -2.0755], [-4.0981, 0.6391, -2.9329], [-3.8081, -0.1541, -1.3490], [-3.3455, 1.5696, -1.6023], [-3.1234, -0.7358, -4.4952], [-1.4953, -1.4416, -4.5901], [-2.6848, -2.0857, -3.4247], [5.0933, 1.1420, -1.4747], [4.5807, -0.4010, -2.2075], [3.9760, 1.1661, -2.8532], [4.7744, 0.7050, 0.7073], [3.2510, 0.7977, 1.6970], [3.8092, -0.7448, 1.0232], [-0.4980, 0.3889, 0.7009], [-0.6473, 0.2363, 2.2779], [0.6213, 1.1889, 3.1206], [1.4470, 0.5599, 4.0582], [2.4658, 1.2888, 4.6720], [2.6965, 2.6107, 4.3083], [1.8365, 3.2390, 3.4120], [0.8109, 2.5379, 2.7855], [-2.1857, 1.1208, 2.5653], [-2.6377, 1.2029, 3.8903], [-3.7595, 1.9767, 4.1879], [-4.3914, 2.7170, 3.1830], [-3.9179, 2.6623, 1.8726], [-2.8091, 1.8624, 1.5563], [-0.6624, -1.4795, 2.8585], [-1.8622, -1.9745, 3.3990], [-1.8761, -3.2314, 4.0063], [-0.7623, -4.0648, 3.9417], [0.3559, -3.6459, 3.2260], [0.4219, -2.3604, 2.6789], [1.2789, -0.4979, 4.2827], [3.0759, 0.7894, 5.4205], [3.5381, 3.1421, 4.7378], [1.9495, 4.2920, 3.1987], [0.1773, 3.0285, 2.0257], [-2.1115, 0.6401, 4.6632], [-4.1111, 1.9974, 5.2174], [-5.2538, 3.3246, 3.4481], [-4.4001, 3.2504, 1.0976], [-2.4201, 1.8268, 0.5429], [-2.7724, -1.3675, 3.3094], [-2.7782, -3.5466, 4.5254], [-0.7793, -5.0394, 4.4337], [1.1944, -4.3227, 3.0850], [1.3080, -2.0371, 2.1163]], "forces_ev_per_a": [[0.06, -0.29, -0.02], [0.34, 0.22, 0.23], [-0.65, 0.83, 0.27], [-0.11, 0.51, -1.04], [-0.25, -0.27, 0.10], [0.29, 0.20, 0.05], [0.28, -0.52, -0.09], [-0.36, 0.29, -0.63], [1.18, 2.46, 0.38], [0.72, 1.33, 0.33], [-0.17, -0.61, 0.08], [1.68, -1.28, -2.76], [-0.91, -0.10, -0.36], [0.53, 0.32, -0.10], [-0.22, -0.23, -0.04], [0.59, 0.15, 0.23], [-0.37, -1.00, 0.33], [1.58, -0.39, -1.22], [-0.35, -2.30, 0.40], [0.14, 0.20, 0.40], [-0.10, 0.18, -0.22], [-0.02, -0.27, 0.13], [-0.30, 0.05, 0.21], [-0.26, -0.35, -0.07], [-0.25, 0.07, -0.01], [-0.12, -0.14, -0.22], [-0.67, 0.67, 1.60], [0.31, 0.01, -0.02], [0.67, -0.63, 0.22], [0.09, -0.24, 0.06], [0.20, 0.03, -0.52], [0.29, 0.33, -0.01], [-0.09, 0.33, -0.02], [-0.04, -0.10, 0.22], [0.02, -0.13, -0.31], [0.11, 0.30, -1.25], [0.64, 1.71, 0.96], [-0.53, 0.55, -0.34], [-0.54, -0.35, 0.10], [-2.38, -2.83, 1.62], [0.18, 0.01, 0.26], [0.01, 0.36, -0.13], [0.01, -0.45, -0.05], [0.13, -0.06, 0.00], [-0.18, 0.05, 0.24], [0.08, 0.11, -0.13], [0.03, -0.03, -0.07], [0.06, 0.20, -0.16], [-0.06, -0.29, 0.14], [-0.43, 0.01, 0.28], [0.04, -0.06, -0.56], [0.05, 0.28, 0.07], [-0.43, 0.65, 2.59], [0.10, 0.67, -4.84], [0.21, -0.41, 0.75], [-0.16, 0.43, -0.04], [0.13, -0.38, -0.17], [-0.20, -0.27, 0.28], [-0.16, -0.05, -0.33], [-0.05, -0.08, 0.07], [-0.31, 0.14, 1.66], [-0.60, 0.33, -0.49], [0.26, -0.12, 0.10], [0.15, -0.30, 0.23], [0.35, -0.29, 0.22], [-0.34, 0.09, 0.31], [-0.61, -0.33, 0.34], [0.40, -0.02, 0.10], [-0.28, 0.08, -0.21], [-0.10, 0.21, 0.05], [0.19, 0.20, -0.28], [-0.18, 0.19, 0.36], [0.13, 0.47, 0.13], [0.09, 0.19, -0.16], [-0.17, 0.08, 0.05], [0.18, 0.07, -0.11], [0.28, -0.38, 0.54], [-0.21, 0.21, -0.05], [-0.08, 0.15, -0.22], [0.14, -0.06, -0.16], [0.06, -0.08, 0.06], [0.08, -0.15, 0.22], [0.44, -0.27, 0.45], [0.13, -0.10, -0.16], [0.03, 0.28, -0.22], [-0.11, 0.10, 0.03], [-0.33, -0.11, 0.35]], "mulliken_charge": [-0.841, 0.579, 0.125, 0.406, -0.888, -0.626, -1.195, 0.966, 0.505, 0.785, -0.799, 1.275, -0.186, -0.640, -0.543, -0.614, -0.360, -0.716, -0.739, 0.466, 0.491, 0.401, -1.598, -1.251, 0.582, -0.016, 0.275, 0.489, -1.101, -1.439, 0.369, 0.409, 0.379, 0.375, 0.416, 0.137, 0.332, 0.455, 0.345, -1.221, 0.490, 0.382, 0.348, 0.443, 0.262, 0.388, 0.436, 0.369, 0.368, 0.457, 0.105, 0.330, 0.081, 0.895, 0.636, -0.391, -0.556, -0.589, -0.409, -0.820, -0.190, -0.329, -0.745, -0.527, -0.462, -0.140, 0.073, -0.826, -0.595, -0.682, -0.625, -0.032, 0.336, 0.408, 0.392, 0.424, 0.381, 0.443, 0.381, 0.374, 0.410, 0.295, 0.486, 0.406, 0.393, 0.437, 0.498], "de_lowest_kcal_mol": 58.16, "orbital_gap_ha": [0.177, 0.170], "e_homo_ev": [-4.4, -4.2], "total_energy_ha": -2816.39354}

{"formula": "C35H45AuClN6O7P3", "method": "the ωB97M-V functional and the def2-TZVPD basis", "symbols": ["Au", "N", "C", "C", "P", "O", "O", "O", "P", "O", "O", "O", "H", "H", "H", "H", "H", "H", "H", "H", "N", "P", "C", "C", "C", "C", "C", "C", "C", "C", "C", "C", "C", "C", "C", "C", "C", "C", "C", "N", "H", "H", "H", "H", "H", "H", "H", "H", "H", "H", "H", "H", "H", "H", "H", "C", "C", "C", "C", "C", "O", "C", "C", "C", "C", "C", "C", "Cl", "C", "C", "C", "N", "C", "N", "C", "N", "H", "H", "H", "H", "H", "H", "H", "H", "H", "H", "H", "H", "H", "H", "H", "H", "H", "H", "H", "H", "H", "H"], "positions_angstrom": [[1.5901, -1.0480, 0.6580], [-3.4901, 0.1341, 0.7639], [-2.0956, -0.1683, 1.2089], [-2.1261, -0.6590, 2.6321], [-1.5942, -1.5533, 0.1290], [-1.4409, -0.8192, -1.2849], [-2.6843, -2.5385, 0.1241], [-0.1960, -2.0756, 0.5637], [-1.1412, 1.3842, 0.8417], [-1.0914, 2.0742, 2.2972], [-2.0254, 2.1478, -0.0750], [0.2372, 0.9724, 0.4262], [-4.0884, 0.3973, 1.5591], [-3.8960, -0.6921, 0.2946], [-3.3923, 0.9489, 0.1220], [-2.7300, -1.5664, 2.7167], [-2.5044, 0.1081, 3.3079], [-1.1143, -0.9049, 2.9440], [-1.9335, -1.2742, -1.9572], [-1.3059, 2.9936, 2.2343], [3.3325, -0.3098, 3.0086], [1.8514, -1.1237, 2.9729], [2.0571, -2.8298, 3.4731], [1.6425, -3.8945, 2.6780], [1.8751, -5.1931, 3.1053], [2.5238, -5.4276, 4.3067], [2.9353, -4.3681, 5.1038], [2.6992, -3.0699, 4.6962], [0.9425, -0.2579, 4.2385], [0.1533, -0.9766, 5.1439], [-0.5013, -0.3037, 6.1614], [-0.3817, 1.0741, 6.2683], [0.3779, 1.7910, 5.3564], [1.0313, 1.1321, 4.3293], [4.1610, -0.2500, 1.9241], [5.5015, 0.1352, 2.0373], [6.2830, 0.1528, 0.9121], [5.7315, -0.2351, -0.3078], [4.4105, -0.5994, -0.3523], [3.6186, -0.5853, 0.7414], [3.6931, 0.0246, 3.9031], [1.1171, -3.7232, 1.7526], [1.5456, -6.0205, 2.4980], [2.7089, -6.4411, 4.6290], [3.4327, -4.5563, 6.0432], [3.0084, -2.2476, 5.3298], [0.0690, -2.0505, 5.0656], [-1.0972, -0.8532, 6.8743], [-0.8885, 1.5939, 7.0683], [0.4544, 2.8649, 5.4421], [1.5938, 1.6931, 3.5983], [5.9013, 0.3942, 3.0048], [7.3199, 0.4423, 0.9787], [6.3207, -0.2573, -1.2093], [3.9529, -0.9309, -1.2614], [-0.1859, 3.1270, -2.4397], [-0.0446, 3.0384, -3.9630], [-1.0000, 4.0752, -4.5848], [1.3681, 3.4951, -4.3493], [-0.3702, 1.5873, -4.5160], [-0.6614, 1.6530, -5.8975], [-1.4508, 0.8355, -3.7270], [-2.9101, 1.2685, -3.8203], [-3.6824, 0.3799, -2.8961], [-3.9791, 0.8252, -1.6050], [-4.6227, 0.0038, -0.7003], [-4.9582, -1.2964, -1.0790], [-5.7472, -2.3333, 0.0584], [-4.6758, -1.7619, -2.3627], [-4.0461, -0.9200, -3.2606], [0.8402, 0.6301, -4.5575], [0.9866, -0.1935, -3.3708], [1.5449, 0.0630, -2.2030], [1.4917, -1.0293, -1.4440], [0.8814, -1.9427, -2.2401], [0.5682, -1.4681, -3.4090], [0.1945, 4.0877, -2.1026], [0.3629, 2.3575, -1.9022], [-1.2189, 3.0615, -2.1136], [-0.8784, 5.0242, -4.0685], [-2.0455, 3.8030, -4.5031], [-0.7677, 4.2620, -5.6324], [1.4633, 4.5621, -4.1637], [1.5732, 3.3264, -5.4046], [2.1436, 3.0078, -3.7609], [-1.2718, 2.3846, -6.0648], [-1.1672, 0.8697, -2.6744], [-1.4126, -0.2195, -4.0296], [-3.2711, 1.1921, -4.8496], [-3.0506, 2.2950, -3.4871], [-3.7184, 1.8318, -1.3160], [-4.8987, 0.3631, 0.2792], [-4.9573, -2.7631, -2.6475], [-3.8332, -1.2784, -4.2561], [1.7697, 1.1579, -4.7472], [0.6815, -0.0859, -5.3691], [1.9314, 1.0149, -1.9086], [0.6702, -2.9454, -1.9311]], "forces_ev_per_a": [[0.18, -0.59, 0.08], [6.97, 0.16, 6.69], [0.63, 0.25, 0.30], [0.25, -0.23, 0.38], [-0.06, 0.14, -0.25], [0.76, 0.09, 1.21], [0.32, -0.19, 0.13], [0.44, 0.44, 0.46], [0.14, -0.45, 0.16], [0.32, -0.86, 0.03], [0.06, 0.32, 0.23], [0.31, 0.17, 0.14], [0.51, -0.17, 0.23], [1.75, -1.18, 1.55], [0.98, 0.03, 1.06], [-0.02, 0.04, 0.01], [0.02, 0.03, 0.04], [-0.12, -0.02, 0.09], [-0.74, -0.44, -0.88], [-0.32, 1.08, 0.01], [-0.09, 0.22, 0.56], [0.18, -0.33, -0.02], [0.09, 0.13, 0.07], [-0.01, 0.00, 0.04], [0.00, 0.02, 0.03], [-0.03, -0.03, -0.07], [-0.01, 0.10, 0.03], [-0.02, 0.06, -0.06], [-0.14, -0.07, -0.26], [0.07, 0.01, 0.12], [0.07, -0.16, -0.13], [-0.01, 0.06, 0.02], [0.07, 0.01, -0.10], [-0.03, 0.08, 0.03], [0.23, 0.02, 0.01], [-0.34, -0.11, 0.02], [-0.03, -0.03, -0.08], [-0.19, -0.06, -0.02], [0.26, -0.02, -0.07], [-0.28, 0.27, 0.15], [-0.15, -0.15, -0.39], [-0.07, 0.06, -0.17], [-0.04, -0.09, -0.07], [0.00, -0.08, 0.02], [0.04, 0.00, 0.06], [0.02, 0.03, 0.02], [-0.02, -0.09, -0.01], [-0.03, -0.05, 0.03], [-0.02, 0.03, 0.05], [0.01, 0.05, -0.01], [0.06, 0.07, -0.06], [0.00, 0.01, 0.10], [0.10, 0.04, 0.00], [0.02, -0.02, -0.09], [-0.16, -0.04, -0.27], [-0.06, 0.02, -0.23], [0.00, -0.06, -0.02], [0.13, -0.12, 0.03], [-0.11, -0.12, -0.04], [-0.02, 0.23, 0.10], [-0.34, 0.18, -0.34], [0.02, 0.22, 0.04], [0.07, 0.21, -0.16], [-0.46, 0.06, 0.59], [-0.72, -0.05, -2.00], [-6.58, -0.10, -6.14], [-0.66, 0.02, -0.70], [-0.13, 0.14, 0.14], [0.19, 0.31, 0.32], [0.12, 0.03, 0.06], [0.14, 0.22, -0.28], [0.68, -0.04, 0.31], [-0.20, 0.33, -0.03], [0.15, 0.14, 0.02], [-0.07, -0.45, -0.06], [0.11, -0.59, 0.02], [0.07, 0.17, 0.03], [0.02, -0.07, 0.05], [-0.09, -0.05, 0.03], [0.02, 0.08, 0.06], [-0.23, -0.08, 0.03], [0.03, 0.02, -0.09], [0.00, 0.11, 0.02], [0.02, -0.03, -0.12], [0.13, -0.11, 0.09], [0.13, -0.20, 0.00], [-0.06, -0.02, -0.12], [-0.03, 0.17, -0.07], [-0.02, -0.03, 0.07], [0.07, 0.09, -0.06], [-0.07, 0.16, -0.18], [-4.16, 0.60, -2.69], [-0.05, -0.10, 0.04], [0.01, -0.01, -0.17], [0.04, -0.07, 0.04], [-0.06, 0.24, 0.15], [0.13, 0.26, 0.08], [-0.07, -0.24, 0.05]], "mulliken_charge": [1.881, 0.007, 1.241, -1.713, 0.047, 0.060, -0.705, -0.864, 0.102, -0.186, -0.882, -0.453, 0.483, -0.565, -0.044, 0.618, 0.609, 0.043, 0.245, 0.327, 0.176, 1.126, 0.461, -0.347, -0.981, -0.493, -0.858, -0.598, 0.364, -0.385, -0.804, -0.558, -0.820, -0.350, 0.772, -1.007, -0.308, -0.913, -0.236, -0.130, 0.365, 0.441, 0.487, 0.428, 0.438, 0.402, 0.493, 0.467, 0.449, 0.504, 0.411, 0.472, 0.454, 0.468, 0.596, -1.491, 2.886, -2.195, -2.162, 1.832, -0.721, -0.097, -1.046, -0.079, -0.531, -0.254, 0.604, -0.181, -0.683, -0.376, -2.472, 1.103, -0.169, -0.066, -0.799, -0.960, 0.691, -0.267, 0.162, 0.505, 0.234, 0.629, 0.505, 0.394, 0.331, 0.609, -0.893, 0.877, 0.519, 0.327, 0.710, 0.208, 0.492, 0.487, 0.607, 0.354, 0.634, 0.503], "total_charge": 2, "de_lowest_kcal_mol": 128.54, "orbital_gap_ha": 0.201, "e_homo_ev": -12.9, "total_energy_ha": -3835.44596}